<A>
Here is the ion C4H7INO with charge +1 from the Open Molecules 2025 dataset. Energies are from the ωB97M-V functional and the def2-TZVPD basis.

Summary:
SMILES string ... [NH3+][C@@H]1C[C@H]1C(=O)I
Kohn-Sham gap ... 8.8 eV

ORCA input file:
```
! RIJCOSX wB97M-V def2-TZVPD def2/J DEFGRID3
* xyz 1 1
I -3.384 -1.217 -1.654
O -2.565 1.217 -0.063
N 1.895 0.382 -0.169
C 0.537 0.586 0.292
C -2.222 0.247 -0.614
C -0.151 -0.528 1.132
C -0.482 -0.402 -0.308
H 2.152 -0.644 -0.483
H -0.782 -0.332 1.952
H 1.973 0.938 -1.182
H 0.469 -1.377 1.215
H 2.695 0.698 0.443
H -0.493 -1.201 -0.995
H 0.357 1.633 0.435
*
```

---

<B>
Here is the ion C4H7INO with charge +1 from the Open Molecules 2025 dataset. Energies are from the ωB97M-V functional and the def2-TZVPD basis.

Summary:
SMILES string ... C=C(O)CC(=[NH2+])I
Kohn-Sham gap ... 7.8 eV

ORCA input file:
```
! RIJCOSX wB97M-V def2-TZVPD def2/J DEFGRID3
* xyz 1 1
I -0.274 -2.608 2.557
O 0.506 1.434 -0.359
N 1.415 -0.254 1.713
C 0.432 -1.004 1.312
C -0.456 0.588 -0.827
C -1.218 0.847 -1.974
C -0.274 -0.746 -0.005
H 1.779 0.632 1.339
H 0.528 2.215 -1.014
H -1.973 0.120 -2.288
H 0.367 -1.198 -0.637
H -1.373 1.856 -2.375
H 1.759 -0.574 2.626
H -1.216 -1.308 -0.068
*
```

---

It comes down to <B>, which is 23.1 kcal/mol more stable than the next structure.

---

<A>
Here is an isolated molecule of C3H10N2S2 from the Open Molecules 2025 dataset. Energies are from the ωB97M-V functional and the def2-TZVPD basis.

Summary:
SMILES string ... NC[C@H](N)CSS
Kohn-Sham gap ... 8.5 eV

ORCA input file:
```
! RIJCOSX wB97M-V def2-TZVPD def2/J DEFGRID3
* xyz 0 1
S -0.399 -2.198 2.869
S 0.566 -0.370 2.679
N -1.017 -1.050 -0.457
N 1.214 0.671 -2.164
C -0.315 0.448 1.439
C 0.615 1.015 -0.837
C 0.113 -0.198 -0.052
H 1.406 1.444 -0.228
H 1.037 -0.763 0.146
H -0.129 1.786 -1.104
H -1.369 0.178 1.408
H -1.312 -0.773 -1.391
H 0.429 0.379 -2.747
H -0.149 1.512 1.321
H 1.394 1.580 -2.589
H -0.571 -1.954 -0.584
H -1.512 -1.707 2.290
*
```

---

<B>
Here is a cluster of 2 separate species, C3H10N2S2 in total from the Open Molecules 2025 dataset. Energies are from the ωB97M-V functional and the def2-TZVPD basis.

Summary:
Kohn-Sham gap (spin up / spin down) ... 6.9 / 6.9 eV

ORCA input file:
```
! RIJCOSX wB97M-V def2-TZVPD def2/J DEFGRID3
* xyz 0 1
S 0.753 1.463 0.761
S 0.613 -1.537 0.744
N -2.586 -0.206 1.035
N -2.091 0.589 0.016
C 1.036 -0.047 -0.124
C -1.528 0.135 -1.085
C 2.247 -0.106 -0.993
H 1.618 -1.663 1.641
H -2.357 -1.179 0.843
H -1.234 0.822 -1.851
H 3.165 -0.279 -0.417
H 2.361 0.837 -1.530
H -2.161 0.051 1.923
H -1.518 -0.925 -1.271
H 1.604 1.382 1.797
H 2.147 -0.919 -1.713
H -2.070 1.580 0.224
*
```

---

It comes down to <A>, which is 60.5 kcal/mol more stable than the next structure.

---

<A>
Here is a cluster of 2 separate species, CH2IN2PS in total from the Open Molecules 2025 dataset. Energies are from the ωB97M-V functional and the def2-TZVPD basis.

Summary:
SMILES string ... [H]/P=N/N=C=S.I
Kohn-Sham gap ... 7.5 eV

ORCA input file:
```
! RIJCOSX wB97M-V def2-TZVPD def2/J DEFGRID3
* xyz 0 1
I 4.399 0.525 -0.823
S -0.688 -3.001 -1.363
P -1.804 1.746 0.227
N -1.055 -0.599 -0.146
N -1.301 0.343 0.745
C -0.859 -1.658 -0.626
H -2.113 2.307 1.522
H 3.420 0.336 0.463
*
```

---

<B>
Here is a structure of composition CH2IN2PS from the Open Molecules 2025 dataset. Energies are from the ωB97M-V functional and the def2-TZVPD basis.

Summary:
Kohn-Sham gap ... 7.6 eV

ORCA input file:
```
! RIJCOSX wB97M-V def2-TZVPD def2/J DEFGRID3
* xyz 0 1
I -0.685 1.898 2.463
S 4.806 -1.775 -0.373
P -0.128 -0.700 0.793
N 2.405 -0.640 0.266
N 1.137 -0.653 -0.088
C 3.443 -1.075 -0.102
H -2.148 2.068 2.013
H -0.912 -0.673 -0.297
*
```

---

It comes down to <A>, which is 10.4 kcal/mol more stable than the next structure.

---

<A>
Here is a cluster of 2 separate species, C3H7O2S in total from the Open Molecules 2025 dataset. Energies are from the ωB97M-V functional and the def2-TZVPD basis.

Summary:
Kohn-Sham gap ... 7.1 eV

ORCA input file:
```
! RIJCOSX wB97M-V def2-TZVPD def2/J DEFGRID3
* xyz -1 1
S 0.943 1.307 0.010
O -1.721 2.524 0.916
O -0.523 -2.978 0.597
C 0.533 -1.301 -0.835
C 0.010 -1.875 0.530
C 0.191 0.150 -1.195
H 0.293 0.474 -2.313
H -1.472 3.259 0.318
H -0.995 1.965 0.762
H -0.073 -1.400 1.459
H 0.166 -1.975 -1.671
H -1.003 0.059 -0.931
H 1.544 -1.504 -0.899
*
```

---

<B>
Here is a cluster of 2 separate species, C3H7O2S in total from the Open Molecules 2025 dataset. Energies are from the ωB97M-V functional and the def2-TZVPD basis.

Summary:
Kohn-Sham gap ... 7.6 eV

ORCA input file:
```
! RIJCOSX wB97M-V def2-TZVPD def2/J DEFGRID3
* xyz -1 1
S 1.204 1.856 -0.118
O -0.462 -1.238 -0.806
O -1.841 -2.962 -0.344
C -0.758 -2.373 -0.315
C 1.256 0.427 0.987
C -0.562 1.742 -0.680
H -0.752 2.497 -1.439
H -0.605 0.756 -1.146
H 1.775 0.627 1.924
H 0.128 -2.894 0.121
H -1.272 1.797 0.140
H 0.203 0.220 1.149
H 1.687 -0.457 0.526
*
```

---

It comes down to <B>, which is 27.4 kcal/mol more stable than the next structure.

---

<A>
Here is a structure of composition C3H7O2S from the Open Molecules 2025 dataset. Energies are from the ωB97M-V functional and the def2-TZVPD basis.

Summary:
Kohn-Sham gap ... 7.2 eV

ORCA input file:
```
! RIJCOSX wB97M-V def2-TZVPD def2/J DEFGRID3
* xyz -1 1
S 1.384 0.372 0.442
O 2.787 0.317 -0.122
O -1.740 1.132 0.795
C 0.411 1.332 -0.711
C -0.532 -1.713 0.548
C 0.576 -1.241 -0.036
H -0.810 -2.814 0.461
H -1.048 -1.247 1.388
H 1.142 -1.867 -0.661
H -2.426 1.651 0.397
H 0.243 0.673 -1.536
H -0.771 1.228 0.058
H 0.784 2.178 -1.024
*
```

---

<B>
Here is a cluster of 2 separate species, C3H7O2S in total from the Open Molecules 2025 dataset. Energies are from the ωB97M-V functional and the def2-TZVPD basis.

Summary:
Kohn-Sham gap ... 7.4 eV

ORCA input file:
```
! RIJCOSX wB97M-V def2-TZVPD def2/J DEFGRID3
* xyz -1 1
S 0.493 -0.969 -1.280
O -1.019 2.323 1.830
O -0.694 0.264 1.118
C -0.465 -2.543 -1.105
C 0.881 1.950 0.437
C -0.377 1.520 1.182
H -1.242 -2.389 -0.358
H -0.925 -2.751 -2.069
H 1.526 1.090 0.271
H 1.367 2.702 1.053
H -0.275 -0.214 0.246
H 0.545 2.384 -0.503
H 0.186 -3.367 -0.823
*
```

---

It comes down to <B>, which is 101.2 kcal/mol more stable than the next structure.

---

<A>
Here is a structure of composition C6H6N from the Open Molecules 2025 dataset. Energies are from the ωB97M-V functional and the def2-TZVPD basis.

Summary:
Kohn-Sham gap (spin up / spin down) ... 8.0 / 6.5 eV

ORCA input file:
```
! RIJCOSX wB97M-V def2-TZVPD def2/J DEFGRID3
* xyz 1 1
N 0.285 0.881 1.398
C 1.298 1.427 0.718
C 1.624 0.286 -0.001
C 0.461 -0.405 0.622
C -1.098 -1.325 -1.207
C -0.854 -0.446 -0.174
C -1.604 0.598 0.226
H -2.002 -1.256 -1.795
H -0.359 -2.060 -1.493
H 1.676 2.429 0.800
H 0.629 -1.322 1.187
H -2.459 1.206 0.395
H 2.403 -0.012 -0.677
*
```

---

<B>
Here is the ion C6H6N with charge +1 from the Open Molecules 2025 dataset. Energies are from the ωB97M-V functional and the def2-TZVPD basis.

Summary:
SMILES string ... C=CC1=[N+]=CC=C1
Kohn-Sham gap (spin up / spin down) ... 7.3 / 7.3 eV

ORCA input file:
```
! RIJCOSX wB97M-V def2-TZVPD def2/J DEFGRID3
* xyz 1 1
N 1.563 1.293 0.029
C 1.679 -1.088 -0.049
C -2.458 0.221 0.003
C 0.354 -0.807 0.026
C 2.373 0.300 -0.057
C -1.336 0.974 -0.067
C 0.105 0.569 0.027
H -0.551 -1.356 -0.020
H -1.557 2.038 -0.291
H -3.360 0.682 -0.030
H -2.370 -0.910 0.374
H 2.146 -2.058 0.104
H 3.411 0.142 -0.049
*
```

---

<C>
Here is the ion C6H6N with charge +1 from the Open Molecules 2025 dataset. Energies are from the ωB97M-V functional and the def2-TZVPD basis.

Summary:
SMILES string ... C[N+]1=C=C2C=C2C1
Kohn-Sham gap (spin up / spin down) ... 7.3 / 7.2 eV

ORCA input file:
```
! RIJCOSX wB97M-V def2-TZVPD def2/J DEFGRID3
* xyz 1 1
N 0.507 -0.239 0.069
C -0.100 1.745 2.706
C -0.643 0.671 0.195
C 0.816 -1.163 -0.905
C 1.573 0.049 1.427
C -0.567 1.305 1.515
C 0.801 1.023 2.004
H 1.790 -0.864 -1.195
H -1.574 0.302 -0.202
H 0.799 -2.192 -0.508
H -0.137 -1.102 -1.536
H -0.472 1.760 -0.398
H -0.441 2.082 3.640
*
```

---

<D>
Here is a cluster of 2 separate species, C6H6N in total from the Open Molecules 2025 dataset. Energies are from the ωB97M-V functional and the def2-TZVPD basis.

Summary:
Kohn-Sham gap ... 8.5 eV

ORCA input file:
```
! RIJCOSX wB97M-V def2-TZVPD def2/J DEFGRID3
* xyz 1 1
N -3.370 -0.917 0.154
C 1.004 1.902 -0.281
C 3.632 -0.187 0.638
C -0.062 1.313 -0.116
C -2.248 -0.086 -0.023
C 4.066 -0.625 -0.408
C -1.281 0.649 -0.075
H -3.111 -1.818 0.311
H -3.993 -0.904 -0.753
H -3.800 -0.673 1.034
H 3.092 -0.120 1.576
H 4.218 -0.808 -1.415
H 1.855 2.274 -0.642
*
```

---

It comes down to <B>, which is 55.8 kcal/mol more stable than the next structure.

---

<A>
Here is a cluster of 4 separate species, C3H14NO3 in total from the Open Molecules 2025 dataset. Energies are from the ωB97M-V functional and the def2-TZVPD basis.

Summary:
Expectation value of S² ... 0.753
Kohn-Sham gap (spin up / spin down) ... 9.6 / 5.9 eV

ORCA input file:
```
! RIJCOSX wB97M-V def2-TZVPD def2/J DEFGRID3
* xyz 2 2
O -1.496 -1.954 -1.707
O 0.929 -2.255 1.330
O -1.913 0.083 1.766
N 0.024 -0.068 0.002
C 1.356 1.158 -1.767
C 0.637 1.113 -0.575
C 0.654 2.236 0.357
H 1.717 2.125 -2.116
H 1.861 -2.138 1.592
H 0.247 2.025 1.344
H 0.952 -3.220 1.410
H -2.634 0.705 1.607
H -0.525 -0.633 -0.682
H 1.630 0.379 -2.475
H 1.631 2.735 0.435
H 0.754 -0.679 0.443
H -0.008 3.074 0.044
H -1.827 -2.859 -1.757
H -1.304 -1.832 -2.647
H -1.908 -0.167 2.698
H -0.775 0.171 0.697
*
```

---

<B>
Here is a cluster of 3 separate species, C3H14NO3 in total from the Open Molecules 2025 dataset. Energies are from the ωB97M-V functional and the def2-TZVPD basis.

Summary:
Expectation value of S² ... 0.754
Kohn-Sham gap (spin up / spin down) ... 11.6 / 5.1 eV

ORCA input file:
```
! RIJCOSX wB97M-V def2-TZVPD def2/J DEFGRID3
* xyz 2 2
O 1.649 -0.964 1.149
O -2.755 -1.247 -0.379
O 1.469 0.130 -2.985
N -0.311 0.437 -0.962
C -0.762 0.697 0.445
C 0.399 1.048 1.392
C 0.995 -0.160 2.076
H 0.600 -0.044 -0.975
H -1.579 1.418 0.431
H 0.407 -0.849 2.701
H 0.089 1.305 -1.335
H -1.230 -0.207 0.800
H 1.223 1.586 0.925
H -3.482 -0.704 -0.730
H -3.141 -2.122 -0.542
H 1.923 0.065 2.701
H -0.998 0.030 -1.603
H 2.246 0.536 -3.382
H 0.025 1.727 2.153
H 1.405 -0.782 -3.298
H 1.828 -1.898 1.418
*
```

---

It comes down to <A>, which is 6.9 kcal/mol more stable than the next structure.